Record 1
7
Properties=species:S:1:pos:R:3:forces:R:3:lowdin_charge:R:1 method="wB97M-V/def2-TZVPD" lumo_ev="-3.16 / -3.16" homo_energy_ev="-10.4 / -10.4"
S 3.968 -0.379 0.326 0.8259 -0.4836 -0.0699 0.837
O 2.647 1.520 0.107 -2.3641 0.1409 -0.5174 -0.155
O 3.040 -1.469 0.263 -0.4097 -0.0592 0.0713 -0.440
O 4.670 -0.065 -0.881 0.1148 0.0158 0.0378 -0.423
N 1.403 1.409 0.054 2.7078 0.5913 0.7274 -0.212
C 0.264 1.550 0.182 -5.3042 -2.5784 -0.1063 0.063
H -1.315 0.698 0.212 4.4294 2.3732 -0.1430 0.330

***

Record 2
51
Properties=species:S:1:pos:R:3:forces:R:3:lowdin_charge:R:1 method="wB97M-V/def2-TZVPD" lumo_ev=-8.34 homo_energy_ev=-10.0 total_charge=+1
P -1.208 0.886 -1.376 -0.5562 -0.3524 -0.4124 0.978
F 2.435 3.277 -3.402 -1.0258 0.8417 0.2698 -0.394
F -3.335 -0.524 0.488 -0.1775 0.0127 -0.0005 0.058
O -1.030 -2.176 1.025 0.0748 0.1384 -0.1955 -0.044
O -4.788 -0.130 -1.109 -0.7757 0.1563 0.1896 0.127
O -0.079 3.369 -1.838 0.0274 0.2509 0.4303 -0.085
O -7.412 -0.460 0.182 0.2153 -0.1574 1.0046 -0.076
O 1.065 4.088 -1.758 -0.5717 0.0218 0.0002 0.074
N 2.026 0.809 1.920 -0.2693 0.3598 -0.0204 0.182
C 1.790 -1.642 2.776 -0.0049 -0.0728 0.1141 -0.188
C -0.117 2.475 -0.789 0.3210 0.3631 0.4508 -0.225
C -3.669 -0.405 -0.831 0.5510 -0.3173 -0.0088 -0.533
C 3.827 -0.471 -0.266 0.4677 0.1626 -0.0546 -0.114
C 1.929 -0.274 2.282 -0.1014 -0.2000 0.1996 -0.232
C -2.516 -0.583 -1.723 -0.4735 0.1411 -0.1145 -0.201
C 1.670 -0.900 5.211 -0.0428 0.0063 0.0030 -0.104
C 1.839 -0.295 -1.857 0.4941 -0.0450 -0.4190 -0.202
C -0.333 0.561 -2.966 0.4826 -0.4904 -0.2584 -0.276
C 1.002 -1.688 4.090 0.0204 0.0871 0.1615 -0.257
C 1.191 0.610 -2.925 0.0142 -0.0324 0.3584 -0.231
C 2.928 0.447 -1.083 0.1357 -0.3959 0.2960 -0.267
Be -7.382 -0.678 1.860 -0.0554 0.1198 -0.8973 0.534
H 2.791 -2.057 2.917 0.0079 0.0291 -0.0152 0.129
H 1.457 4.057 -2.740 1.6521 -1.0528 -0.6888 0.082
H -2.050 -1.559 -1.595 0.1655 0.1221 0.1396 0.098
H -2.901 -0.474 -2.736 0.1779 -0.0222 -0.0537 0.104
H 2.339 -1.124 -2.367 -0.1856 -0.1244 0.0519 0.116
H 1.583 1.624 -2.836 -0.1457 0.0906 -0.0373 0.059
H -1.168 -2.914 0.423 0.0118 -0.0737 0.1121 0.051
H -0.005 -1.301 3.918 -0.0052 -0.0417 -0.0541 0.105
H 1.742 0.160 4.964 0.0338 -0.0070 -0.0248 0.072
H 4.485 -1.076 -0.894 -0.1994 -0.1167 -0.0706 0.079
H 2.489 1.147 -0.374 0.0289 0.2161 -0.2027 0.050
H -2.319 1.749 -1.341 0.0836 0.1449 -0.0555 0.065
H -0.722 2.893 0.027 -0.3581 -0.3710 -0.0961 0.121
H 1.119 -0.765 -1.171 -0.0467 0.1401 0.0224 0.094
H 1.286 -2.228 2.009 0.0038 0.0024 -0.0420 0.095
H -1.855 -1.680 1.022 0.0386 -0.1763 0.1337 0.003
H 4.489 0.147 0.345 -0.0398 -0.0687 0.0865 0.081
H 1.523 0.295 -3.917 -0.0729 0.0554 -0.0180 0.131
H -0.894 0.261 -0.159 0.2516 0.1839 0.0573 0.052
H -6.541 -0.136 -0.136 0.3147 0.0999 -0.3398 0.057
H 0.869 2.199 -0.420 0.1008 0.1158 -0.1705 0.079
H 3.559 0.998 -1.783 -0.1893 0.1556 -0.0220 0.122
H 2.677 -1.272 5.408 0.0052 0.0068 0.0006 0.080
H -0.737 1.221 -3.740 -0.1213 0.2313 0.2876 0.117
H -7.684 -1.174 -0.421 -0.1399 -0.0079 0.0371 0.121
H 0.895 -2.731 4.390 0.0009 -0.0260 -0.0861 0.112
H 3.276 -1.119 0.414 -0.0222 -0.1143 -0.1613 0.041
H -0.629 -0.451 -3.250 -0.1175 0.0226 0.1035 0.085
H 1.095 -0.984 6.132 0.0164 -0.0118 0.0095 0.075

***

Record 3
15
Properties=species:S:1:pos:R:3:forces:R:3:lowdin_charge:R:1 method="wB97M-V/def2-TZVPD" lumo_ev=-1.15 homo_energy_ev=-8.7
O 1.295 -1.501 0.548 0.6681 5.6785 -1.7137 -0.046
N 2.269 0.443 -0.343 6.6682 2.2081 -4.5709 0.008
N -1.134 -1.417 -0.156 1.5806 -8.4358 -2.2719 0.117
N 0.036 1.819 0.350 -2.3813 0.8146 -1.4611 -0.022
N -2.533 0.329 -0.069 1.4173 4.6289 0.3814 0.073
N -0.105 0.397 -0.130 4.3444 4.9084 2.4330 -0.069
C -1.342 -0.164 -0.205 -1.8624 1.8714 2.1432 -0.685
C 1.208 -0.263 0.124 -1.6408 -4.1194 -0.7805 -0.499
H -0.181 -1.866 -0.467 -2.6074 1.5115 1.1995 0.144
H -2.374 1.461 0.189 -0.8174 -3.8952 -0.9612 0.078
H 2.652 1.740 -1.118 -2.7229 -3.9507 2.8893 0.310
H 3.230 -0.044 -0.912 -4.3284 0.7635 3.2481 0.180
H -1.873 -2.096 -0.306 -0.2782 0.7185 0.1207 0.120
H 0.023 2.035 1.475 -0.8784 -1.3197 -3.7031 0.152
H -0.765 2.342 -0.311 2.8388 -1.3826 3.0471 0.139

***

Record 4
92
Properties=species:S:1:pos:R:3:forces:R:3:mulliken_spin:R:1 method="wB97M-V/def2-TZVPD" lumo_ev="-0.41 / -2.65" s_squared=0.7546 spin_multiplicity=2 homo_energy_ev="-8.6 / -8.6"
Ir 0.290 0.690 0.884 -0.1864 -0.2045 0.4871 0.359
Br 7.800 1.195 4.921 0.0035 -0.0015 0.0006 0.000
S 0.280 2.886 -1.917 -0.0199 0.4297 0.0043 -0.001
S 2.989 2.462 -1.575 -0.3393 -0.1199 -0.1364 0.000
S 0.624 -0.600 2.614 -0.1106 -0.0764 0.0325 0.554
F 5.135 1.743 -2.839 -0.0356 0.0060 -0.0291 0.000
F 3.330 1.621 -4.034 0.0041 0.0222 0.0040 0.000
F 0.054 2.485 -4.475 -0.0218 -0.0401 0.0446 0.000
F 4.227 3.549 -3.621 0.0162 -0.0282 0.0188 0.000
F 0.581 0.697 -3.378 -0.0550 0.0656 0.0506 0.000
F -1.438 1.485 -3.258 0.0923 0.0235 -0.0504 0.000
O 2.610 1.116 -1.237 0.4225 0.1734 -0.1546 0.000
O 3.749 -0.423 1.705 -0.0918 -0.0184 0.0368 0.005
O -0.986 -4.550 -2.608 0.0257 0.0128 0.0083 0.000
O -0.616 3.988 -2.054 0.0192 -0.0117 0.0148 0.000
O 3.781 3.241 -0.681 -0.0044 0.0067 -0.1402 0.000
O 0.006 2.064 -0.732 0.0932 -0.2653 -0.6240 -0.007
O 2.316 1.301 1.659 -0.1319 0.2849 -0.4259 0.001
N -0.276 2.473 1.928 0.1237 -0.0546 0.1474 0.010
N -0.968 -2.702 2.588 -0.1303 -0.0289 -0.0004 0.010
N -1.734 -0.822 3.833 -0.0484 -0.0732 -0.0247 0.006
N -2.076 -2.798 -3.491 -0.0764 -0.0326 0.0353 0.000
N 0.704 -0.889 -0.450 -0.1223 0.1239 -0.0540 0.001
N 1.748 3.312 -2.135 0.1232 -0.1339 0.3018 0.000
C -0.026 -2.505 -2.050 -0.0288 0.0072 -0.0904 -0.004
C -4.547 0.439 1.108 -0.0023 -0.0067 -0.0046 -0.001
C 2.216 -2.558 -1.213 -0.0318 -0.0276 -0.0248 0.000
C -0.232 -1.360 -1.299 0.1322 -0.1727 -0.0120 -0.004
C 6.463 1.951 3.804 0.0009 -0.0216 -0.0033 0.000
C 4.510 3.051 2.198 -0.0823 0.0088 0.0702 0.000
C -2.836 -1.502 4.139 -0.0332 -0.0617 -0.0197 0.004
C -0.886 -1.470 3.051 0.2334 0.0796 -0.0842 0.049
C 1.912 -1.465 -0.425 0.0309 0.0601 0.1425 -0.019
C -2.436 1.598 1.161 -0.0142 0.0871 0.0606 -0.015
C -3.818 1.601 1.301 -0.0080 0.0371 -0.0006 -0.002
C -3.871 -0.730 0.800 0.0525 -0.0285 -0.0715 0.004
C -0.326 2.252 3.398 -0.0729 0.0439 -0.0304 0.059
C 4.511 1.685 2.446 -0.0210 -0.0262 0.1137 0.000
C -2.526 -4.281 -5.421 0.0184 0.0066 0.0109 0.000
C 5.504 1.127 3.245 0.0295 0.0109 -0.0182 0.000
C 1.229 -3.110 -1.997 0.0469 0.0344 0.0394 0.002
C -2.488 -0.725 0.653 -0.0116 -0.0848 -0.0283 0.001
C 3.982 2.344 -3.122 0.0203 -0.0388 0.0051 0.000
C -2.203 -4.762 2.341 -0.0076 0.0129 0.0038 -0.001
C -1.082 -3.336 -2.753 -0.0362 -0.0115 0.0019 -0.001
C -3.436 -0.768 -3.118 0.0065 0.0431 0.0226 0.000
C -3.065 -2.788 3.678 -0.0391 0.0336 0.0466 0.000
C -0.145 1.816 -3.348 -0.0441 -0.0641 0.0045 0.002
C -3.026 -3.736 -4.091 0.0092 -0.0054 -0.0179 0.000
C 6.475 3.315 3.565 -0.0074 0.0080 -0.0191 0.000
C 5.494 3.858 2.747 0.0267 -0.0114 0.0244 0.000
C 0.640 3.620 1.702 -0.0230 0.0542 0.0508 -0.005
C 3.462 0.759 1.880 0.0366 -0.1399 -0.1080 0.001
C -2.249 -1.397 -3.839 -0.0525 -0.0325 0.0083 0.000
C -2.084 -3.379 2.893 0.0953 0.0071 0.0010 0.002
C -1.736 0.439 0.804 0.1425 0.0661 0.2653 0.029
C -1.642 2.839 1.444 -0.0550 0.0108 0.0146 -0.001
H -4.380 -1.162 -3.494 -0.0014 -0.0293 0.0238 0.000
H 0.277 4.470 2.284 -0.0151 0.0123 -0.0215 -0.001
H 5.505 4.920 2.535 -0.0052 0.0017 -0.0024 0.000
H -0.611 3.188 3.885 -0.0146 0.0016 -0.0001 0.001
H -1.999 -1.668 0.447 0.0074 -0.0067 -0.0086 -0.003
H -5.623 0.444 1.218 0.0012 -0.0067 0.0062 0.000
H -3.969 -3.206 -4.220 -0.0037 0.0002 -0.0119 0.000
H -2.403 -1.342 -4.921 0.0304 0.0243 -0.0042 0.000
H -3.973 -3.317 3.931 -0.0014 0.0004 0.0044 0.000
H -1.166 -0.825 -1.319 -0.0208 0.0168 -0.0305 0.002
H 0.658 3.894 0.652 0.0074 -0.0201 0.0282 0.001
H -3.187 -4.552 -3.390 -0.0125 0.0085 0.0058 0.000
H -2.333 -3.474 -6.131 -0.0017 0.0004 -0.0037 0.000
H 0.664 1.955 3.736 -0.0052 0.0019 0.0121 -0.022
H -1.604 -4.841 -5.271 -0.0015 -0.0036 -0.0035 0.000
H -3.394 -0.968 -2.046 0.0355 0.0388 0.0033 0.000
H 1.389 -4.022 -2.554 0.0070 -0.0121 -0.0061 0.000
H -1.528 3.453 0.551 -0.0039 -0.0629 -0.0156 0.000
H -2.129 3.446 2.212 0.0288 0.0599 -0.0325 0.000
H -1.331 -5.348 2.628 0.0017 -0.0047 -0.0026 0.000
H -4.417 -1.658 0.677 0.0082 -0.0023 -0.0112 0.000
H 5.512 0.060 3.412 -0.0037 -0.0066 0.0064 0.000
H -1.054 1.476 3.628 0.0264 0.0084 0.0136 -0.021
H 3.205 -2.988 -1.155 0.0105 0.0122 0.0001 0.001
H -3.451 0.310 -3.260 -0.0273 -0.0063 -0.0398 0.000
H -2.217 -4.722 1.250 0.0073 -0.0030 -0.0073 0.000
H -4.328 2.516 1.581 0.0183 0.0065 0.0020 0.000
H 2.634 -1.056 0.275 -0.0051 0.0191 0.0108 0.003
H -1.325 -0.866 -3.640 0.0457 -0.0094 0.0935 0.000
H -3.105 -5.260 2.691 -0.0023 -0.0016 -0.0004 0.000
H 7.242 3.938 4.004 0.0023 0.0023 0.0027 0.000
H 1.633 3.334 2.027 0.0217 0.0216 0.0169 0.001
H 3.764 3.470 1.540 0.0181 0.0015 0.0745 0.000
H -3.556 -0.997 4.772 -0.0075 0.0039 -0.0014 0.000
H -3.267 -4.948 -5.862 -0.0052 -0.0041 -0.0019 0.000